Formula: C45H55ClHgN7O7Se2
Source: the Open Molecules 2025 dataset
Level of theory: ωB97M-V/def2-TZVPD

Last column: Mulliken spin population.
Geometry (Å):
Hg 0.048978 -0.108285 0.169342  0.008
Se 0.524490 -0.964040 -3.251482  0.004
Se 0.680731 3.158458 -2.306401  0.001
Cl -7.111254 -3.315644 2.669811  0.000
O 7.966223 -1.085749 -6.495994  0.001
O -3.710460 -0.298451 -2.909382  0.000
O 1.894905 0.262083 -1.223238  0.066
O 0.209498 -2.326612 4.439830  0.000
O -2.360255 0.316573 -1.215376  -0.003
O -4.897872 1.352846 -0.114984  0.000
O -0.207288 -1.824982 3.116895  0.000
N 1.475036 -2.194154 -0.015565  0.044
N -2.583512 -4.124590 0.830820  -0.002
N 2.884216 1.632173 2.575706  0.001
N -2.333371 -2.439011 -0.761256  0.001
N -1.735929 -1.984769 1.389338  0.002
N 7.253579 -3.289097 -1.401161  0.339
N 6.111596 -3.356512 -0.748539  0.221
C 5.123147 -2.422222 -0.879198  -0.086
C -6.316418 -0.645412 -0.231709  0.000
C 0.650059 2.508065 1.780628  -0.001
C -1.527115 -2.375680 2.732468  -0.001
C 2.128312 2.284210 1.506594  -0.001
C 2.898896 -0.566232 -1.039485  0.182
C -6.802950 -1.734602 0.491566  0.000
C -0.336514 1.602964 1.381395  -0.002
C -2.233955 -2.825751 0.522591  0.002
C -2.041356 3.047016 2.336477  0.000
C 0.631304 1.958566 -3.853405  -0.001
C 3.544063 -4.068726 0.076466  -0.025
C 0.267251 3.674357 2.448030  0.000
C 2.262391 -4.405962 0.459494  0.065
C -3.017276 -3.189953 -1.794415  0.000
C -6.424467 -1.958893 1.800759  0.000
C -0.466066 -1.949074 -4.642844  0.000
C 6.576872 -2.181089 -4.889684  -0.038
C -1.549303 -3.869555 3.000025  0.001
C 5.278007 -1.098797 -1.327390  0.199
C -5.397718 0.200957 0.402523  0.000
C -5.032243 -0.038740 1.725948  0.000
C -1.062928 3.948986 2.730147  0.000
C -3.412091 0.373446 -1.907525  -0.002
C 7.808474 -1.631946 -5.222368  0.079
C -5.539953 -1.107241 2.438325  0.000
C 2.506733 0.247084 2.793285  0.001
C 2.922299 2.378706 3.811964  0.000
C -4.418795 1.469038 -1.459392  0.000
C -6.838813 -0.413067 -1.624462  0.000
C 7.369922 -2.696524 -2.641244  -0.069
C 4.210863 -0.215216 -1.388017  -0.127
C 2.716451 -1.864044 -0.488773  0.006
C 3.811236 -2.790631 -0.411410  0.011
C 8.835811 -1.652608 -4.290100  -0.044
C -2.721912 -4.453318 2.239251  0.001
C -3.311401 -4.950680 -0.120965  0.000
C 8.623824 -2.188356 -3.028739  0.073
C -1.673006 1.887449 1.666402  0.000
C -1.208516 3.622303 -2.264727  -0.001
C 8.535790 0.204413 -6.515818  0.002
C -2.819084 -4.669179 -1.529550  0.000
C 6.356090 -2.704879 -3.629647  0.091
C 1.269771 -3.429968 0.405357  -0.028
C -0.298092 0.755867 -3.748892  0.002
H -3.368719 -5.270979 -2.254307  0.000
H -4.088652 -2.955839 -1.801203  0.000
H -3.137359 -5.995439 0.147581  0.000
H -1.329533 4.349217 -1.462871  0.000
H 1.953057 2.418843 4.337006  0.000
H 2.024069 -5.399017 0.819308  0.007
H -7.514444 -2.402378 0.021405  0.000
H -2.731695 -5.539732 2.334770  0.000
H -5.239424 1.540568 -2.171718  0.000
H 4.365514 0.802100 -1.732017  -0.008
H -0.133367 -1.656968 -5.638852  0.000
H -7.579888 -1.173003 -1.873819  0.000
H 9.805066 -1.235209 -4.543565  0.001
H -5.244064 -1.273620 3.464826  0.000
H 8.203252 0.796124 -5.658606  0.001
H -1.535408 -1.763000 -4.536447  0.000
H -1.108215 0.929465 -3.047598  -0.002
H -2.443794 1.200078 1.336221  0.000
H 9.631191 0.169227 -6.509577  0.000
H -3.089030 3.257411 2.524974  0.000
H -7.318317 0.566016 -1.701464  0.000
H 8.208509 0.692346 -7.435434  -0.001
H -2.192629 -1.843247 3.416696  0.000
H -0.739051 0.553283 -4.724233  0.001
H -0.620958 -4.313274 2.634821  -0.001
H 1.033203 4.392104 2.726014  0.000
H 0.264139 -3.671939 0.708420  -0.009
H 3.248435 3.402523 3.608780  0.000
H 2.596214 3.257944 1.326463  0.000
H -1.610580 -4.058403 4.067907  0.000
H 6.264158 -0.756689 -1.609621  0.035
H 3.649118 1.914923 4.484037  0.000
H -1.331535 4.863308 3.248124  0.000
H -2.157533 -1.449262 -0.957964  -0.001
H -1.531715 4.053024 -3.212152  0.000
H -1.755758 -4.913133 -1.595118  0.001
H -0.256685 -3.007630 -4.488679  0.001
H 0.451087 -2.169976 2.481505  -0.001
H 1.666273 1.661434 -4.015946  0.000
H 9.419953 -2.198483 -2.293500  0.008
H -2.608116 -2.882341 -2.754731  0.000
H -3.670899 -4.076728 2.636581  0.000
H 0.314432 2.594743 -4.681200  0.000
H 3.222434 -0.218323 3.474452  0.000
H -4.390219 -4.768659 -0.058477  0.000
H 5.786981 -2.170237 -5.632633  -0.002
H 4.362355 -4.773708 0.140324  -0.024
H 2.250606 1.686480 0.600832  0.001
H 2.552050 -0.287415 1.841872  -0.002
H -3.872716 2.411467 -1.445550  0.000
H 1.503194 0.130895 3.228276  0.000
H -4.325696 0.639750 2.186120  0.000
H -6.034180 -0.455431 -2.361857  0.000
H -1.788966 2.736215 -2.020915  0.000
H 5.389464 -3.123357 -3.381785  0.025

Cartesian forces, eV/Å:
1.0 0.1 0.1
-0.2 -0.1 -0.4
0.0 -0.2 0.2
0.1 0.0 0.0
0.0 0.0 0.0
0.0 0.0 0.1
-0.1 0.0 0.3
-0.1 0.1 -0.1
-0.1 -0.1 0.1
0.0 0.1 0.0
0.1 -0.1 0.1
-0.1 0.0 -0.1
-0.2 -0.1 0.0
0.1 0.0 0.0
-0.1 -0.1 0.0
0.0 0.1 -0.1
0.3 0.3 0.2
-0.2 -0.3 -0.1
0.2 0.1 0.0
0.0 -0.1 -0.1
0.1 0.0 -0.1
-0.2 -0.1 -0.1
0.0 0.0 0.0
0.0 0.3 -0.2
0.0 0.0 0.0
-0.5 -0.3 -0.2
0.3 -0.1 0.0
0.0 0.0 0.0
-0.1 0.1 0.1
-0.2 -0.1 0.1
-0.1 0.0 0.0
0.1 -0.1 0.0
0.1 -0.1 0.1
0.0 0.0 0.0
0.0 0.1 0.2
0.0 0.0 0.0
0.0 0.0 0.0
0.0 -0.1 0.1
0.0 0.0 0.0
0.1 0.0 0.0
0.1 0.0 0.0
-0.1 0.2 0.1
0.0 0.0 0.0
0.0 -0.1 0.0
0.0 0.1 0.0
0.0 -0.1 -0.1
0.1 -0.1 -0.2
0.1 0.0 0.0
-0.2 -0.2 -0.1
-0.2 -0.1 0.0
0.1 -0.1 0.2
0.0 0.2 -0.1
0.1 0.0 0.0
0.1 0.1 -0.1
0.2 0.0 0.0
-0.1 0.1 0.0
-0.1 0.0 0.1
0.1 0.0 -0.1
0.0 0.0 0.0
0.0 0.1 0.1
0.0 0.0 0.0
0.0 0.2 0.0
0.1 -0.1 0.1
0.0 0.0 0.0
0.0 0.0 -0.1
0.0 0.0 0.1
0.0 0.0 0.0
0.0 0.0 0.0
0.0 0.0 0.0
0.0 0.0 0.0
0.0 0.0 0.0
0.0 0.0 0.0
0.0 0.0 0.0
0.0 0.0 0.0
0.0 0.0 0.0
0.0 0.0 0.0
0.0 0.0 0.0
0.0 0.0 0.0
0.0 0.0 0.0
0.0 0.0 0.0
0.1 0.0 -0.1
0.0 0.0 0.0
0.0 0.0 0.0
0.0 0.0 0.0
0.0 0.0 0.0
0.1 0.0 0.1
0.0 0.0 0.0
0.0 0.0 0.0
0.0 0.0 0.0
-0.3 0.0 0.1
0.0 0.0 0.0
0.0 0.0 0.0
0.0 0.0 0.0
0.0 0.0 0.0
0.0 0.0 0.0
0.0 0.0 0.0
-0.1 0.1 0.0
0.0 0.0 0.0
0.0 0.0 0.0
0.0 0.0 0.0
0.0 0.0 0.0
0.0 0.0 0.0
0.0 0.0 0.0
0.0 0.0 0.0
-0.1 0.0 0.0
0.1 -0.1 -0.1
0.0 0.0 0.0
-0.1 0.0 0.0
0.0 0.0 0.0
0.0 0.0 -0.1
0.0 0.0 0.0
0.0 0.0 0.0
-0.1 0.0 0.0
0.0 0.0 0.0
0.0 0.0 0.0
0.0 0.0 0.0
0.0 0.0 0.0
0.0 0.0 0.0

Summary:
Max |F|: 1.0 eV/A
Highest occupied orbital energy (spin up / spin down): -0.0056 / -0.0471 Eh
Spin multiplicity: 2
Charge: -2



Formula: C45H56F6MnN4O4S
Source: the Open Molecules 2025 dataset
Level of theory: ωB97M-V/def2-TZVPD

Last column: Mulliken spin population.
Geometry (Å):
Mn 0.585000 -0.356661 0.052175  3.621
S 1.416314 2.690699 0.115061  0.041
F 5.796860 3.697915 0.294933  0.000
F -5.174807 4.967537 -0.634099  0.000
F -5.453961 3.996819 1.277935  0.000
F 4.066669 4.086040 -0.928092  0.000
F 3.938223 4.257575 1.225826  0.000
F -6.522558 3.282629 -0.459858  0.000
O -0.170984 0.451297 1.630501  0.263
O 1.206532 -1.858837 -0.885783  0.151
O 0.532805 0.433470 -2.058440  0.026
O 2.275147 1.370519 -3.051086  0.002
N 1.113532 1.712599 -5.340276  0.000
N -2.101832 1.076430 -0.732975  0.031
N 2.497012 0.295287 0.270277  -0.045
N -0.951001 -1.580941 0.354725  0.200
C -1.268382 -0.084020 2.068357  0.205
C -3.325958 0.632030 -0.456563  0.007
C -1.708114 -1.296587 1.413267  0.091
C -1.866693 -4.489594 -1.802634  -0.029
C -5.343310 3.775182 -0.045052  -0.001
C -4.211292 2.831813 -0.339307  -0.002
C 2.066614 -2.585612 -3.696736  0.002
C 0.261022 -2.749978 -1.222764  0.090
C -5.997549 -1.290193 3.360975  0.011
C -3.150529 -0.237789 3.516515  0.123
C -1.654972 2.887831 2.652931  0.000
C -3.543876 -1.489573 2.954688  0.074
C 0.289054 2.929789 -5.436236  0.000
C -2.043714 0.472330 3.124363  0.009
C -4.537562 -2.468943 5.027671  0.014
C -2.820306 -2.010404 1.921343  0.005
C -1.928814 2.392679 -0.832093  0.019
C -5.052569 -3.525185 2.839027  -0.001
C -0.630805 -4.599405 -2.433157  0.069
C 0.448802 -3.749268 -2.178550  -0.039
C -2.029623 -3.490212 -0.849237  0.063
C 4.095860 2.066888 0.316492  0.000
C -2.619130 2.230895 4.846962  -0.002
C 2.911917 -4.143079 -1.907414  -0.001
C 5.104816 1.149063 0.452645  0.005
C 1.773746 -5.038760 -3.915588  0.000
C -4.413455 1.464866 -0.246063  0.005
C 1.781082 -3.881663 -2.915094  0.004
C -1.643574 1.807336 3.746558  0.001
C -2.667827 -6.517510 -3.103993  0.004
C -4.766879 -2.193166 3.534137  -0.012
C -4.148519 -4.541991 -2.810920  -0.001
C 0.388354 0.818024 -4.426421  0.002
C -0.975795 -2.640613 -0.546459  -0.081
C -1.155342 2.434869 -5.386885  0.000
C -1.089988 1.274782 -4.383958  0.000
C -2.951073 3.313129 -0.646459  0.000
C 4.812620 -0.217695 0.506584  -0.007
C 3.502727 -0.587422 0.397693  0.047
C 4.452735 3.526758 0.228752  0.002
C -0.239926 1.710167 4.364576  0.007
C -3.618780 -6.029970 -0.868604  -0.001
C 2.728761 1.644523 0.241066  0.001
C -3.054351 -5.389745 -2.145820  -0.004
C 1.059667 0.870048 -3.053945  0.027
H -1.861043 3.209746 -5.087461  0.000
H -2.757196 4.373819 -0.724719  0.000
H -6.875995 -1.768417 3.800721  0.003
H -3.774961 -4.082098 -3.728380  0.001
H -5.250252 -3.386970 1.772778  0.001
H -4.407564 -1.546368 5.595905  -0.001
H -3.534794 -7.156792 -3.280340  0.000
H -3.446916 -0.444212 -0.393292  -0.004
H -3.634907 2.358959 4.464049  0.000
H -5.387085 1.054109 -0.015810  0.001
H 2.746632 -5.086682 -4.408327  0.000
H -0.916723 2.720442 -1.042241  -0.007
H -2.852285 -6.620075 -0.361947  0.000
H -1.767372 0.462573 -4.638908  0.001
H -5.866366 -0.321307 3.845398  -0.002
H 2.420026 1.703970 -3.967260  0.000
H 0.541050 3.491438 -6.333480  0.000
H 3.202650 -1.628044 0.391898  -0.008
H -1.869827 -7.137940 -2.690160  -0.001
H -5.937571 -3.984710 3.282173  0.000
H 0.488922 -0.218281 -4.754899  0.000
H 0.506606 3.563667 -4.571364  0.000
H 2.093236 -1.724893 -3.029701  0.000
H 3.010426 -3.318214 -1.204981  0.001
H 5.589008 -0.960619 0.611287  0.000
H 1.211760 1.284494 -6.250785  0.000
H -1.347148 1.595773 -3.377744  0.000
H -5.013828 -5.161352 -3.062614  0.000
H 3.861353 -4.264059 -2.435797  0.000
H 1.291008 -2.430647 -4.452361  0.000
H -3.647853 -3.084887 5.174000  -0.001
H -2.340222 -6.133630 -4.072732  0.000
H -1.397525 3.856523 3.088669  0.001
H -1.452383 2.075204 -6.374521  0.000
H 3.028865 -2.661065 -4.209336  0.000
H -4.486452 -3.742258 -2.148308  0.001
H -5.395593 -3.000124 5.446098  0.002
H -3.757480 0.155661 4.319505  0.007
H 6.129385 1.487408 0.512437  0.000
H -4.222575 -4.226444 2.951249  0.000
H -2.651463 2.968072 2.209653  -0.002
H 2.717261 -5.058679 -1.344073  0.000
H -2.641581 1.511579 5.669896  0.000
H -6.198835 -1.114196 2.301542  -0.002
H -0.927926 2.665342 1.871201  0.002
H 1.602163 -5.999427 -3.424493  0.000
H -0.499939 -5.377254 -3.169999  0.011
H -3.987359 -5.281409 -0.164056  0.000
H 1.014753 -4.903727 -4.689850  0.000
H -2.994589 -3.345085 -0.384534  0.016
H -2.299160 3.191585 5.253040  0.000
H -3.071840 -2.969318 1.498174  -0.005
H 0.512616 1.495151 3.609059  -0.002
H 0.014738 2.661366 4.838347  0.000
H -0.209410 0.931531 5.131116  -0.002
H -4.454163 -6.689433 -1.115799  0.000

Cartesian forces, eV/Å:
0.1 0.1 -0.1
-0.1 0.0 0.0
0.0 0.0 0.0
0.0 0.0 0.0
0.0 0.0 0.0
0.0 0.0 0.0
0.0 0.0 0.0
0.0 0.0 0.0
0.0 0.1 0.1
0.1 -0.1 0.0
-0.4 -0.1 0.0
0.1 0.0 0.1
0.0 0.0 0.0
0.0 0.0 0.0
0.1 0.2 0.1
0.1 0.1 -0.1
-0.1 -0.1 -0.1
0.0 0.0 0.0
0.0 0.1 0.1
0.0 0.0 0.0
0.0 0.0 0.0
0.0 0.0 0.0
0.0 -0.1 0.0
-0.2 0.0 0.1
0.0 0.0 0.0
0.0 0.0 0.0
0.0 0.0 0.0
0.0 0.0 0.0
0.0 0.0 0.0
0.1 0.0 0.0
0.0 0.0 0.0
0.0 -0.2 -0.1
0.0 0.0 0.0
0.0 0.0 0.0
0.0 0.0 0.0
0.0 0.0 0.0
-0.1 0.0 0.0
0.0 -0.1 0.0
0.0 0.0 0.0
0.0 0.0 0.0
-0.1 0.1 0.0
0.0 0.0 0.0
0.0 0.0 0.0
0.0 0.0 0.0
0.0 0.0 0.0
0.0 0.0 0.0
0.0 0.0 0.0
0.0 0.0 0.0
0.0 0.1 0.0
0.1 -0.1 -0.1
0.0 0.0 0.0
0.0 0.0 0.0
0.0 0.0 0.0
0.1 0.0 0.0
-0.1 -0.1 0.0
0.0 0.0 0.0
0.0 0.0 0.0
0.0 0.0 0.0
0.1 0.0 0.0
0.0 0.0 0.0
0.2 -0.1 -0.1
0.0 0.0 0.0
0.0 0.0 0.0
0.0 0.0 0.0
0.0 0.0 0.0
0.0 0.0 0.0
0.0 0.0 0.0
0.0 0.0 0.0
0.0 0.0 0.0
0.0 0.0 0.0
0.0 0.0 0.0
0.0 0.0 0.0
0.0 0.0 0.0
0.0 0.0 0.0
0.0 0.0 0.0
0.0 0.0 0.0
0.0 0.0 0.0
0.0 0.0 0.0
0.0 0.0 0.0
0.0 0.0 0.0
0.0 0.0 0.0
0.0 0.0 0.0
0.0 0.0 0.0
0.0 0.0 0.0
0.0 0.0 0.0
0.0 0.0 0.0
0.0 0.0 0.0
0.0 0.0 0.1
0.0 0.0 0.0
0.0 0.0 0.0
0.0 0.0 0.0
0.0 0.0 0.0
0.0 0.0 0.0
0.0 0.0 0.0
0.0 0.0 0.0
0.0 0.0 0.0
0.0 0.0 0.0
0.0 0.0 0.0
0.0 0.0 0.0
0.0 0.0 0.0
0.0 0.0 0.0
0.0 0.0 0.0
0.0 0.0 0.0
0.0 0.0 0.0
0.0 0.0 0.0
0.0 0.0 0.0
0.0 0.0 0.0
0.0 0.0 0.0
0.0 0.0 0.0
0.0 0.0 0.0
0.0 0.0 0.0
0.0 0.0 0.0
0.0 0.1 0.0
0.0 0.0 0.0
0.0 0.0 0.0
0.0 0.0 0.0
0.0 0.0 0.0

Summary:
Max |F|: 0.4 eV/A
Highest occupied orbital energy (spin up / spin down): -0.2597 / -0.2660 Eh
Spin multiplicity: 6



Computed energy above the lowest of the compared OMol25 structures with the same formula, charge and spin (eV) in order:
0.075; 0.378